Version w
{"formula": "C13H39O6", "method": "ωB97M-V/def2-TZVPD", "species": ["O", "H", "H", "H", "C", "C", "C", "O", "H", "H", "H", "H", "H", "H", "H", "H", "C", "C", "C", "O", "H", "H", "H", "H", "H", "H", "H", "H", "C", "C", "C", "O", "H", "H", "H", "H", "H", "H", "H", "H", "C", "C", "C", "O", "H", "H", "H", "H", "H", "H", "H", "H", "C", "O", "H", "H", "H", "H"], "positions_angstrom": [[0.35389, 0.05382, -0.03071], [0.75311, -0.58225, -0.66605], [-0.00479, -0.43148, 0.82113], [1.05201, 0.73865, 0.18191], [-2.87931, -1.87630, 2.54439], [-1.73865, -0.98015, 2.95735], [-1.25282, -1.21449, 4.36466], [-0.63485, -1.16331, 2.03340], [-3.81562, -1.53057, 2.99300], [-2.79266, -2.89778, 2.92002], [-2.99312, -1.83995, 1.46385], [-2.03147, 0.06424, 2.86799], [-0.83608, -2.21604, 4.53238], [-1.97417, -1.15436, 5.18277], [-0.45607, -0.51947, 4.64294], [-0.27518, -2.05434, 2.13467], [1.32669, 3.92226, 2.45901], [0.36408, 2.76100, 2.42043], [-0.83107, 2.93964, 1.49701], [1.05281, 1.56269, 2.00893], [0.89591, 4.92542, 2.43296], [2.01500, 3.91789, 1.60912], [1.93314, 3.89410, 3.36777], [-0.02445, 2.60943, 3.43328], [-0.63918, 2.73992, 0.44282], [-1.18687, 3.96234, 1.63566], [-1.67894, 2.30775, 1.77308], [1.70166, 1.32428, 2.68114], [4.38642, -2.09451, -1.78164], [2.84606, -2.12058, -1.91711], [2.48142, -3.50005, -2.48125], [2.26528, -1.97068, -0.61774], [4.75878, -1.10385, -1.50449], [4.84026, -2.30559, -2.75330], [4.82372, -2.80323, -1.07828], [2.52559, -1.35864, -2.62240], [2.68603, -4.30197, -1.77345], [3.06698, -3.69041, -3.38207], [1.43998, -3.50246, -2.81359], [2.39911, -2.79623, -0.14392], [-2.76366, 1.27947, -3.13217], [-2.46162, 0.29190, -1.99811], [-3.67157, -0.58257, -1.68083], [-1.40470, -0.59771, -2.42810], [-2.14673, 2.17518, -3.14662], [-3.79848, 1.63215, -3.07595], [-2.70051, 0.74858, -4.08352], [-2.12511, 0.84309, -1.12070], [-3.49824, -1.22134, -0.81873], [-3.88217, -1.22192, -2.54205], [-4.59450, -0.01300, -1.53964], [-1.63414, -0.94786, -3.29208], [1.50099, 1.56305, -2.36070], [2.18465, 1.64006, -1.10487], [2.18543, 1.55161, -3.21933], [0.93483, 0.64290, -2.49849], [0.91093, 2.47102, -2.50239], [3.04198, 2.03061, -1.29136]], "lowdin_charge": [0.150, 0.109, 0.113, 0.109, -0.037, -0.438, -0.049, -0.068, 0.095, 0.091, 0.067, 0.135, 0.090, 0.094, 0.081, 0.124, -0.050, -0.457, -0.036, -0.075, 0.086, 0.085, 0.083, 0.137, 0.075, 0.088, 0.070, 0.111, -0.054, -0.452, -0.054, -0.068, 0.075, 0.082, 0.085, 0.130, 0.087, 0.085, 0.081, 0.097, -0.044, -0.458, -0.049, -0.087, 0.074, 0.082, 0.083, 0.119, 0.059, 0.088, 0.085, 0.084, -0.123, -0.127, 0.092, 0.057, 0.089, 0.099], "orbital_gap_ev": 10.8, "homo_ev": -13.0, "total_charge": 1}


Version x
{"formula": "C13H39O6", "method": "ωB97M-V/def2-TZVPD", "species": ["O", "H", "H", "H", "C", "C", "C", "O", "H", "H", "H", "H", "H", "H", "H", "H", "C", "C", "C", "O", "H", "H", "H", "H", "H", "H", "H", "H", "C", "C", "C", "O", "H", "H", "H", "H", "H", "H", "H", "H", "C", "C", "C", "O", "H", "H", "H", "H", "H", "H", "H", "H", "C", "O", "H", "H", "H", "H"], "positions_angstrom": [[-0.84374, -0.14466, -0.06766], [-0.91482, -0.86869, 0.55870], [-0.85831, 0.71337, 0.36268], [-1.56154, -0.25491, -0.69551], [-2.12100, 1.73113, -2.21846], [-3.52294, 1.15667, -1.91447], [-4.02974, 0.17615, -3.01335], [-3.40538, 0.38979, -0.79862], [-1.79616, 2.45017, -1.46641], [-2.20911, 2.28872, -3.15089], [-1.36907, 0.95539, -2.36315], [-4.28903, 1.92131, -1.78585], [-3.41773, -0.72486, -3.05523], [-4.02119, 0.67214, -3.98393], [-5.07318, -0.06384, -2.80906], [-4.25874, -0.00136, -0.59765], [0.28427, -2.56588, 3.97779], [0.28427, -1.40364, 2.95998], [1.60957, -1.45347, 2.14485], [-0.86396, -1.60060, 2.11396], [0.96844, -2.41168, 4.81220], [0.56708, -3.49483, 3.48265], [-0.65942, -2.84805, 4.44461], [0.19388, -0.44285, 3.46673], [2.46712, -1.14940, 2.74504], [1.59299, -0.82013, 1.25788], [1.75510, -2.45305, 1.73526], [-1.64645, -1.87325, 2.59870], [-0.04190, 3.85713, 2.44696], [-0.04092, 3.17031, 1.10827], [1.32924, 2.51554, 0.82634], [-1.04286, 2.15752, 1.03864], [0.60609, 4.73295, 2.48072], [0.05195, 3.16410, 3.28303], [-1.03729, 4.25988, 2.63431], [-0.22588, 3.86584, 0.28965], [1.42733, 2.14894, -0.19546], [1.58130, 1.69371, 1.49654], [2.04000, 3.34012, 0.88111], [-1.82925, 2.47446, 1.48890], [3.63388, 0.07558, -0.36098], [2.94034, -0.11361, -1.69162], [3.70168, -1.09671, -2.58894], [1.59096, -0.55729, -1.50208], [4.58695, 0.59203, -0.47517], [3.89444, -0.87180, 0.11093], [3.03756, 0.67248, 0.32910], [2.89978, 0.86845, -2.16283], [3.38454, -0.99602, -3.62690], [3.50525, -2.14046, -2.34378], [4.78176, -0.96563, -2.65492], [1.23421, -0.48392, -2.39031], [-0.41291, -3.39424, -1.22399], [-1.67052, -2.69871, -0.99400], [-0.48217, -4.23802, -0.53743], [-0.41173, -3.77141, -2.24665], [0.44687, -2.80740, -0.90075], [-2.33992, -3.33354, -1.25947]], "lowdin_charge": [0.229, 0.075, 0.061, 0.087, -0.023, -0.488, -0.034, -0.059, 0.071, 0.091, 0.078, 0.142, 0.080, 0.082, 0.081, 0.118, -0.051, -0.410, -0.035, -0.069, 0.087, 0.083, 0.077, 0.130, 0.096, 0.036, 0.088, 0.111, -0.044, -0.449, -0.036, -0.066, 0.098, 0.093, 0.081, 0.140, 0.072, 0.075, 0.096, 0.119, -0.058, -0.475, -0.048, -0.075, 0.093, 0.086, 0.037, 0.133, 0.074, 0.084, 0.084, 0.088, -0.099, -0.147, 0.081, 0.086, 0.064, 0.080], "orbital_gap_ev": 10.8, "homo_ev": -13.0, "total_charge": 1}


Most stable: version w